{"formula": "C10H6AuCl2IN2S4", "method": "the ωB97M-V functional and the def2-TZVPD basis", "homo_lumo_gap_ev": 5.175, "fmax_ev_per_a": 2.05, "homo_ha": -0.2947, "species": ["Au", "Cl", "C", "C", "C", "C", "C", "Cl", "C", "S", "H", "H", "H", "S", "C", "S", "S", "I", "C", "C", "N", "N", "C", "H", "H", "H"], "positions_angstrom": [[1.4868, -1.2158, -0.0038], [-0.7879, 0.8360, -0.0090], [-2.2460, -0.0764, -0.0361], [-3.4509, 0.6014, -0.0353], [-4.6399, -0.1118, -0.0507], [-4.6217, -1.4962, -0.0563], [-3.4122, -2.1689, -0.0589], [-3.4076, -3.8812, -0.0635], [-2.1816, -1.4769, -0.0609], [-0.7222, -2.4076, -0.1195], [-3.4561, 1.6806, -0.0259], [-5.5827, 0.4126, -0.0568], [-5.5413, -2.0624, -0.0624], [5.4128, -3.7122, 0.6769], [4.0293, -2.8373, 0.4035], [4.0164, -1.1323, 0.4192], [2.5108, -3.5524, 0.1038], [2.6080, 5.0577, -1.6328], [2.4974, 3.2393, -0.6176], [3.0011, 2.9437, 0.6325], [2.6788, 1.6648, 0.8740], [2.0207, 1.1226, -0.1460], [1.8930, 2.0602, -1.0648], [3.5596, 3.5450, 1.3208], [2.9325, 1.0935, 1.6674], [1.4029, 1.8740, -1.9984]], "forces_ev_per_a": [[1.1, -1.7, 0.2], [-0.3, 0.4, 0.0], [-0.5, -0.5, 0.0], [-0.2, -0.1, 0.0], [0.1, 0.1, 0.0], [0.1, 0.0, 0.0], [0.3, 0.7, 0.0], [-0.1, -0.5, 0.0], [-0.1, 0.5, 0.0], [1.5, 0.0, 0.0], [0.0, 0.1, 0.0], [-0.1, 0.1, 0.0], [0.0, 0.0, 0.0], [-1.2, 0.5, -0.3], [1.5, -0.7, 0.4], [-1.4, -0.1, -0.4], [-0.7, 1.7, 0.0], [0.0, -0.5, 0.3], [0.2, 0.6, -0.1], [-0.1, 0.2, -0.4], [0.2, 0.1, 0.2], [-0.4, -1.0, -0.1], [0.2, 0.2, 0.1], [0.1, 0.1, 0.2], [-0.1, 0.0, -0.1], [-0.2, -0.1, -0.1]]}

{"formula": "C40H34CrN10O3S2", "method": "the ωB97M-V functional and the def2-TZVPD basis", "homo_lumo_gap_ev": [6.173, 5.953], "fmax_ev_per_a": 1.54, "multiplicity": 5, "total_charge": 2, "homo_ha": [-0.4252, -0.4251], "species": ["Cr", "C", "O", "C", "C", "C", "C", "C", "C", "C", "N", "C", "C", "N", "C", "C", "C", "C", "N", "C", "C", "N", "C", "C", "C", "C", "H", "H", "H", "H", "H", "H", "H", "H", "H", "H", "H", "H", "H", "H", "O", "C", "N", "C", "O", "C", "C", "C", "C", "N", "C", "H", "H", "H", "H", "H", "H", "H", "H", "S", "C", "N", "C", "C", "S", "H", "H", "H", "H", "H", "N", "C", "C", "C", "C", "C", "C", "C", "N", "C", "C", "N", "C", "H", "H", "H", "H", "H", "H", "H"], "positions_angstrom": [[-0.4804, 0.5861, 0.5496], [11.5150, -5.8452, 0.4322], [10.1921, -6.3625, 0.3766], [9.1644, -5.5088, 0.3976], [7.8862, -6.0802, 0.3218], [6.7708, -5.2832, 0.3132], [6.8872, -3.8861, 0.3889], [8.1595, -3.3263, 0.4866], [9.2898, -4.1217, 0.4902], [5.6796, -3.0838, 0.3299], [4.4805, -3.5579, 0.0391], [3.6374, -2.4994, 0.0945], [4.3219, -1.3319, 0.4215], [5.6239, -1.7321, 0.5650], [3.6761, -0.0749, 0.5543], [4.2857, 1.1700, 0.7924], [3.5005, 2.2930, 0.8887], [2.1161, 2.1847, 0.7695], [1.5065, 1.0318, 0.5357], [2.2719, -0.0834, 0.4041], [1.5663, -1.2730, 0.0314], [0.2238, -1.1373, -0.1610], [-0.4285, -2.1780, -0.6718], [0.1740, -3.4042, -0.9418], [1.5084, -3.5814, -0.6574], [2.2366, -2.4883, -0.1716], [12.1736, -6.7061, 0.3897], [11.6851, -5.2987, 1.3621], [11.7190, -5.1921, -0.4192], [7.8116, -7.1579, 0.2683], [5.7816, -5.7128, 0.2521], [8.2883, -2.2517, 0.5513], [10.2633, -3.6580, 0.5591], [6.4059, -1.1608, 0.8334], [5.3610, 1.2507, 0.8821], [3.9456, 3.2645, 1.0483], [1.4799, 3.0551, 0.8601], [-1.4800, -2.0345, -0.8789], [-0.4184, -4.1979, -1.3738], [2.0123, -4.5254, -0.8168], [-8.0784, -1.6297, -1.3457], [-7.3353, -2.7671, -1.0442], [-6.3117, -2.5221, -0.0252], [-5.2480, -1.7577, -0.3256], [-5.0734, -1.2605, -1.4273], [-4.2198, -1.5326, 0.7593], [-4.1710, -2.1549, 2.0001], [-3.1147, -1.8548, 2.8508], [-2.1274, -0.9919, 2.4250], [-2.1560, -0.3915, 1.2231], [-3.2020, -0.6491, 0.4328], [-7.5585, -1.0590, -1.9208], [-6.8243, -3.1646, -1.9222], [-8.0160, -3.5112, -0.6402], [-6.5419, -2.7245, 0.9321], [-4.9211, -2.8662, 2.3185], [-3.0580, -2.2958, 3.8358], [-1.2694, -0.7785, 3.0524], [-3.2510, -0.1355, -0.5214], [-0.1817, 2.0923, -2.0274], [-1.0376, 3.2785, -2.8270], [-1.1724, 4.5426, -2.4312], [-2.0707, 5.4013, -3.1981], [-2.1417, 4.7847, -4.5874], [-1.8953, 2.9940, -4.3125], [-0.6864, 4.8827, -1.6168], [-1.6884, 6.4194, -3.2369], [-3.0549, 5.4133, -2.7200], [-1.3341, 5.1334, -5.2280], [-3.0952, 4.9487, -5.0800], [-8.6184, 6.8192, -1.0645], [-7.7283, 6.2255, -0.6472], [-6.6043, 5.4974, -0.1380], [-6.1094, 4.3966, -0.8350], [-5.0117, 3.7087, -0.3525], [-4.4005, 4.1286, 0.8228], [-4.8897, 5.2237, 1.5231], [-5.9962, 5.9032, 1.0485], [-3.2584, 3.4316, 1.3135], [-2.8941, 3.2487, 2.6280], [-1.7444, 2.5237, 2.6054], [-1.3920, 2.2641, 1.2981], [-2.3289, 2.8263, 0.5508], [-6.6025, 4.0743, -1.7416], [-4.6549, 2.8353, -0.8842], [-4.3898, 5.5552, 2.4235], [-6.3877, 6.7502, 1.5943], [-3.4735, 3.6137, 3.4573], [-1.1449, 2.1868, 3.4343], [-2.3279, 2.8430, -0.5256]], "forces_ev_per_a": [[-0.4, 0.8, -0.2], [0.1, 0.1, 0.0], [0.1, -0.2, 0.0], [-0.3, 0.2, 0.0], [0.1, -0.1, 0.0], [-0.1, 0.2, 0.0], [0.3, -0.1, 0.0], [-0.3, 0.0, 0.0], [0.2, 0.0, 0.0], [-0.4, 0.0, 0.0], [0.1, -0.2, 0.0], [0.3, 0.3, 0.1], [-0.3, -0.4, -0.1], [0.2, 0.1, 0.0], [-0.2, 0.1, 0.0], [-0.2, 0.0, 0.0], [0.2, 0.0, 0.0], [-0.2, 0.0, 0.0], [1.1, 0.3, 0.2], [0.2, 0.1, 0.0], [-0.1, -0.4, -0.1], [0.6, -1.3, -0.5], [-0.1, 0.2, 0.1], [0.2, -0.1, 0.0], [-0.2, 0.0, 0.0], [-0.1, 0.3, 0.0], [0.0, 0.0, 0.0], [0.0, 0.0, 0.0], [0.0, 0.0, 0.0], [0.0, 0.0, 0.0], [0.0, -0.1, 0.0], [0.0, 0.0, 0.0], [0.0, 0.0, 0.0], [0.0, 0.0, 0.0], [0.0, 0.0, 0.0], [0.0, 0.0, 0.0], [0.0, 0.0, 0.0], [0.0, 0.0, 0.0], [0.0, 0.0, 0.0], [0.0, 0.0, 0.0], [-0.1, 0.1, 0.1], [0.2, 0.0, 0.0], [-0.1, -0.1, 0.0], [-0.1, 0.1, 0.1], [0.0, -0.1, 0.0], [0.0, 0.0, 0.0], [0.1, 0.2, -0.1], [-0.1, -0.1, 0.1], [0.1, 0.0, 0.0], [-0.8, -0.7, 0.2], [0.0, 0.2, -0.1], [0.1, 0.0, -0.1], [0.0, 0.0, 0.0], [0.0, 0.0, 0.0], [0.0, 0.0, 0.0], [0.0, 0.0, 0.0], [0.1, 0.0, 0.0], [0.0, 0.0, 0.0], [0.1, -0.1, -0.1], [0.2, -0.2, 0.1], [-0.3, 0.1, -0.1], [0.1, 0.1, -0.1], [-0.2, 0.1, 0.0], [0.1, -0.2, 0.0], [0.0, 0.1, 0.1], [0.1, -0.1, 0.0], [0.0, 0.0, 0.0], [0.0, 0.0, 0.0], [0.0, 0.0, 0.0], [0.0, 0.0, 0.0], [0.1, 0.0, 0.0], [-0.2, 0.1, -0.1], [0.2, -0.1, 0.1], [-0.1, 0.1, 0.0], [0.1, -0.1, 0.0], [-0.3, 0.2, -0.1], [0.2, -0.1, 0.0], [0.0, 0.0, 0.0], [0.1, -0.1, -0.1], [0.1, -0.1, 0.2], [0.0, 0.1, 0.0], [-0.3, 0.5, 0.1], [0.1, 0.2, 0.1], [0.0, 0.0, 0.0], [0.0, 0.0, 0.0], [-0.1, 0.0, 0.0], [0.0, 0.0, 0.0], [0.0, 0.0, -0.1], [0.0, 0.0, 0.0], [-0.1, 0.0, 0.0]]}

{"formula": "C5H8F2S", "method": "the ωB97M-V functional and the def2-TZVPD basis", "homo_lumo_gap_ev": 9.533, "fmax_ev_per_a": 2.72, "homo_ha": -0.3208, "species": ["C", "S", "C", "C", "F", "C", "C", "F", "H", "H", "H", "H", "H", "H", "H", "H"], "positions_angstrom": [[1.3059, 2.0280, -0.5802], [0.6880, 0.5493, -1.5621], [0.4500, -0.5751, -0.1940], [1.4051, -0.7908, 0.7470], [2.5867, -0.2120, 0.5977], [-0.8564, -1.2776, -0.0329], [-2.0872, -0.3915, 0.2491], [-1.0719, -1.9357, -1.2101], [0.5873, 2.2848, 0.2356], [2.2842, 1.7991, -0.1627], [1.3959, 2.8584, -1.2927], [1.2383, -1.5088, 1.5756], [-0.7844, -2.0587, 0.7391], [-2.9132, -1.1170, 0.2734], [-2.2214, 0.2893, -0.6140], [-2.0070, 0.0583, 1.2310]], "forces_ev_per_a": [[-0.6, -0.3, -0.2], [0.1, 0.6, 1.2], [1.3, 0.2, 1.5], [-2.1, -0.5, -1.6], [0.7, -0.2, 0.7], [-0.3, 0.6, 0.8], [0.4, -1.2, -0.9], [-0.5, -0.7, -1.2], [0.5, -0.2, -0.8], [-0.2, 0.1, -0.1], [-0.1, -0.3, 0.2], [0.6, 0.8, -0.4], [0.1, 0.3, 0.0], [-0.1, 0.5, 0.0], [0.0, -0.1, 0.8], [0.0, 0.5, -0.1]]}

What did the third record say?
{"formula": "C5H8F2S", "method": "the ωB97M-V functional and the def2-TZVPD basis", "homo_lumo_gap_ev": 9.533, "fmax_ev_per_a": 2.72, "homo_ha": -0.3208, "species": ["C", "S", "C", "C", "F", "C", "C", "F", "H", "H", "H", "H", "H", "H", "H", "H"], "positions_angstrom": [[1.3059, 2.0280, -0.5802], [0.6880, 0.5493, -1.5621], [0.4500, -0.5751, -0.1940], [1.4051, -0.7908, 0.7470], [2.5867, -0.2120, 0.5977], [-0.8564, -1.2776, -0.0329], [-2.0872, -0.3915, 0.2491], [-1.0719, -1.9357, -1.2101], [0.5873, 2.2848, 0.2356], [2.2842, 1.7991, -0.1627], [1.3959, 2.8584, -1.2927], [1.2383, -1.5088, 1.5756], [-0.7844, -2.0587, 0.7391], [-2.9132, -1.1170, 0.2734], [-2.2214, 0.2893, -0.6140], [-2.0070, 0.0583, 1.2310]], "forces_ev_per_a": [[-0.6, -0.3, -0.2], [0.1, 0.6, 1.2], [1.3, 0.2, 1.5], [-2.1, -0.5, -1.6], [0.7, -0.2, 0.7], [-0.3, 0.6, 0.8], [0.4, -1.2, -0.9], [-0.5, -0.7, -1.2], [0.5, -0.2, -0.8], [-0.2, 0.1, -0.1], [-0.1, -0.3, 0.2], [0.6, 0.8, -0.4], [0.1, 0.3, 0.0], [-0.1, 0.5, 0.0], [0.0, -0.1, 0.8], [0.0, 0.5, -0.1]]}